Density functional theory data (wB97M-V/def2-TZVPD) for a structure of composition C34H37MoN4O4S3 in a non-equilibrium geometry.

Each line ends with the Mulliken spin population.
Geometry (Å):
Mo 0.631 0.048 1.142  -0.0554
O 6.028 0.197 0.369  0.0009
C 5.556 0.354 -0.879  0.0034
C 6.472 0.289 -1.930  -0.0041
C 6.053 0.435 -3.237  0.0065
C 4.708 0.648 -3.530  -0.0044
C 3.798 0.713 -2.493  -0.0069
C 4.197 0.574 -1.163  0.0007
C 3.166 0.644 -0.104  -0.0224
O 1.943 0.884 -0.438  0.0420
N 3.539 0.451 1.141  0.0098
N 2.430 0.566 1.966  0.1952
C 2.534 1.244 3.101  0.1460
C 1.336 1.795 3.583  0.1331
C 1.191 2.489 4.808  0.0294
C -0.016 3.032 5.134  0.0465
C -1.104 2.899 4.241  0.1188
C -0.907 2.212 3.073  -0.0176
N 0.269 1.663 2.727  0.1325
H 5.256 0.250 0.985  -0.0006
H 7.513 0.120 -1.687  -0.0002
H 6.781 0.380 -4.037  0.0006
H 4.377 0.757 -4.555  0.0002
H 2.745 0.871 -2.686  0.0109
H 3.508 1.467 3.518  0.0173
H 2.044 2.568 5.468  -0.0010
H -0.141 3.562 6.070  0.0056
H -2.071 3.329 4.460  0.0055
H -1.708 2.081 2.355  -0.0029
O -2.750 -1.324 -1.321  0.0008
S -4.229 -1.401 -1.154  0.0002
C -4.894 0.227 -1.640  -0.0002
C -4.018 1.392 -1.175  0.0008
C -3.024 1.802 -2.258  0.0002
C -1.971 2.823 -1.828  0.0006
S -0.382 2.233 -1.177  0.0020
O -0.725 1.435 0.065  -0.0239
C 0.033 1.113 -2.498  0.0001
C 0.665 1.682 -3.593  0.0004
C 1.015 0.871 -4.663  0.0002
C 0.752 -0.491 -4.612  0.0001
C 0.138 -1.046 -3.495  0.0002
C -0.231 -0.244 -2.426  -0.0008
C -4.591 -1.182 0.585  0.0010
C -3.579 -0.807 1.447  0.0016
C -3.878 -0.619 2.791  -0.0060
C -5.170 -0.818 3.252  -0.0023
C -6.173 -1.218 2.378  -0.0003
C -5.885 -1.408 1.038  0.0006
H -5.901 0.267 -1.225  0.0000
H -4.981 0.200 -2.728  0.0000
H -3.476 1.128 -0.264  0.0000
H -4.670 2.233 -0.931  0.0000
H -3.576 2.242 -3.093  0.0000
H -2.541 0.906 -2.653  0.0001
H -2.338 3.472 -1.029  0.0001
H -1.676 3.463 -2.662  0.0000
H 0.909 2.738 -3.602  0.0000
H 1.513 1.300 -5.522  0.0000
H 1.040 -1.127 -5.439  0.0000
H -0.049 -2.110 -3.452  0.0000
H -0.705 -0.667 -1.548  -0.0006
H -2.570 -0.693 1.065  0.0013
H -3.092 -0.332 3.473  0.0095
H -5.397 -0.677 4.301  -0.0001
H -7.177 -1.390 2.745  0.0001
H -6.658 -1.734 0.351  0.0000
S -0.450 -1.460 4.096  0.0108
C -0.125 -0.773 2.736  0.0248
C 0.095 -3.781 0.722  0.0164
C 1.380 -2.957 0.620  -0.0067
C 2.339 -3.278 1.768  0.0039
C 2.067 -3.190 -0.729  0.0112
N 1.039 -1.563 0.682  0.1720
H 0.325 -4.846 0.659  0.0011
H -0.588 -3.516 -0.087  -0.0012
H -0.406 -3.585 1.672  -0.0036
H 2.648 -4.324 1.718  -0.0002
H 1.858 -3.098 2.730  -0.0012
H 3.225 -2.645 1.700  -0.0001
H 2.354 -4.239 -0.826  0.0018
H 2.961 -2.570 -0.814  -0.0012
H 1.393 -2.933 -1.548  -0.0028

Results
spin multiplicity	2
orbital gap (alpha / beta)	5.99 / 6.88	eV
electronic energy	-3100.50568	Ha
LUMO level (alpha / beta)	0.30 / -0.36	eV

---

Density functional theory data (wB97M-V/def2-TZVPD) for a structure of composition C34H37N3O5Si2.

Each line ends with the Mulliken charge.
Geometry (Å):
C -6.750 6.636 4.075  -1.1076
C -7.375 5.274 3.745  -0.2541
C -7.392 4.933 2.255  -0.8219
C -6.004 4.993 1.597  -0.6270
Si -4.901 3.562 2.057  0.2422
O -3.516 4.083 2.788  0.2051
Si -1.944 3.773 2.407  0.0175
C -0.892 4.825 3.530  -0.9798
C 0.601 4.462 3.734  0.7233
N 1.111 5.287 4.815  -0.7071
N 0.807 3.035 4.002  -0.5578
N 1.427 4.781 2.574  -0.6900
H -6.766 7.298 3.206  0.2977
H -5.708 6.556 4.389  0.2475
H -7.290 7.146 4.873  0.3351
H -6.837 4.484 4.280  0.2208
H -8.400 5.242 4.120  0.3562
H -8.087 5.598 1.732  0.3323
H -7.808 3.926 2.140  0.3166
H -6.095 5.003 0.507  0.3880
H -5.494 5.923 1.862  0.3473
H -5.603 2.650 2.992  -0.1584
H -4.511 2.769 0.860  -0.1912
H -1.711 4.114 0.981  -0.1743
H -1.697 2.316 2.563  -0.0288
H -0.937 5.851 3.150  0.3618
H -1.392 4.860 4.506  0.4149
H 2.124 5.201 4.799  0.3242
H 0.818 4.917 5.714  0.2648
H 0.675 2.478 3.162  0.0631
H 0.129 2.715 4.686  0.2949
H 1.298 5.758 2.333  0.2780
H 1.154 4.236 1.763  0.2854
C 0.352 -3.054 -2.067  -0.5045
C 0.744 -1.721 -2.132  -0.6906
C 0.674 -0.922 -1.004  -0.4731
C 0.211 -1.453 0.195  0.0142
C -0.185 -2.790 0.259  0.1252
C -0.113 -3.588 -0.878  -0.5625
C -0.695 -3.395 1.527  0.5033
O -1.020 -4.560 1.584  -0.6639
C -0.781 -2.505 2.722  0.5365
C -1.280 -3.015 3.916  -0.7564
C -1.367 -2.201 5.034  -0.4625
C -0.949 -0.875 4.970  -0.6548
C -0.448 -0.369 3.783  0.0945
C -0.367 -1.176 2.659  -0.0053
C 0.151 -0.572 1.397  0.4890
O 0.504 0.588 1.353  -0.6628
H 0.413 -3.674 -2.953  0.4435
H 1.104 -1.311 -3.068  0.5713
H 0.974 0.117 -1.026  0.5149
H -0.427 -4.620 -0.803  0.4918
H -1.594 -4.049 3.942  0.4944
H -1.759 -2.600 5.960  0.3844
H -1.013 -0.244 5.846  0.4267
H -0.113 0.653 3.705  0.3307
C 4.999 -5.513 -2.126  -0.5374
C 4.089 -4.464 -2.030  -0.5021
C 3.703 -3.780 -3.169  -0.5770
C 4.217 -4.140 -4.408  0.0433
C 5.132 -5.188 -4.504  0.4336
C 5.520 -5.872 -3.358  -0.6472
C 5.709 -5.591 -5.820  0.5788
O 6.493 -6.510 -5.911  -0.6543
C 5.279 -4.815 -7.022  0.1411
C 5.817 -5.148 -8.260  -0.5675
C 5.434 -4.449 -9.391  -0.4833
C 4.508 -3.416 -9.295  -0.4986
C 3.967 -3.081 -8.066  -0.5087
C 4.350 -3.777 -6.926  0.1042
C 3.754 -3.393 -5.613  0.5390
O 2.919 -2.517 -5.529  -0.6650
H 5.301 -6.049 -1.236  0.3913
H 3.681 -4.183 -1.068  0.4775
H 3.001 -2.961 -3.124  0.6907
H 6.230 -6.682 -3.458  0.4924
H 6.533 -5.957 -8.308  0.4772
H 5.856 -4.708 -10.354  0.3977
H 4.210 -2.873 -10.182  0.3989
H 3.245 -2.282 -7.963  0.4724

Results
orbital gap	8.22	eV
electronic energy	-2437.40662	Ha
LUMO level	-1.10	eV

---

Density functional theory data (wB97M-V/def2-TZVPD) for a structure of composition C34H37N4O3S7Ti.

Each line ends with the Mulliken charge.
Geometry (Å):
Ti 1.041 0.903 -0.295  0.2572
S 2.556 0.423 1.530  -0.3642
C 3.672 -0.807 0.986  1.0398
C 4.862 -1.030 1.690  -0.9644
C 5.691 -2.089 1.371  -0.6288
C 5.355 -2.968 0.346  -0.7910
C 4.183 -2.763 -0.362  -0.6067
C 3.363 -1.683 -0.054  0.1587
S 1.887 -1.433 -1.018  -0.2678
C 2.632 -0.888 -2.565  -1.0749
C 3.102 0.538 -2.530  0.6411
C 3.877 0.977 -3.558  -1.0149
C 4.174 2.371 -3.635  -0.6152
C 3.808 3.182 -2.626  -1.2044
C 3.164 2.643 -1.441  1.1645
C 3.029 3.402 -0.326  -1.3983
S 0.264 2.182 1.653  -0.5628
C -1.459 1.913 1.536  1.0427
C -2.345 2.798 2.157  -0.8210
C -3.713 2.585 2.125  -0.6489
C -4.226 1.482 1.453  -0.7079
C -3.362 0.599 0.828  -0.7364
C -1.980 0.789 0.870  0.0823
S -0.924 -0.408 0.125  -0.2781
N 2.661 1.333 -1.515  1.2941
H 5.114 -0.357 2.499  0.4809
H 6.605 -2.238 1.932  0.3705
H 5.996 -3.806 0.105  0.3815
H 3.895 -3.438 -1.159  0.5419
H 1.858 -1.033 -3.315  0.3456
H 3.460 -1.560 -2.791  0.8632
H 4.181 0.288 -4.334  0.4730
H 4.691 2.767 -4.501  0.3716
H 4.027 4.241 -2.635  0.4187
H 3.344 4.436 -0.357  0.2177
H 2.652 3.024 0.610  0.3058
H -1.938 3.661 2.671  0.4744
H -4.378 3.285 2.616  0.3470
H -5.296 1.314 1.413  0.3871
H -3.749 -0.261 0.293  0.4363
N -6.412 -0.252 -3.268  -0.6033
C -5.033 -0.163 -3.478  1.0068
C -4.520 0.671 -4.469  -0.7258
C -3.153 0.738 -4.690  -0.3335
C -2.293 -0.034 -3.927  -0.5509
C -2.793 -0.880 -2.945  -0.3723
C -4.154 -0.947 -2.726  -0.8897
S -0.540 0.096 -4.132  1.3523
O -0.314 0.988 -5.245  -0.7475
O -0.010 -1.242 -4.205  -0.8538
N -0.033 0.732 -2.744  0.1289
C -0.263 2.020 -2.496  -0.1056
S -0.948 3.262 -3.507  -0.1103
C -0.809 4.387 -2.186  -0.6122
C -0.253 3.799 -1.115  -1.0962
N 0.052 2.468 -1.285  1.1097
H -6.925 0.571 -3.543  0.2163
H -6.668 -0.553 -2.341  0.2294
H -5.195 1.276 -5.064  0.3117
H -2.745 1.390 -5.450  0.5323
H -2.111 -1.463 -2.340  0.5352
H -4.547 -1.602 -1.956  0.3305
H -1.124 5.411 -2.289  0.4579
H -0.029 4.256 -0.164  0.5259
C -3.913 -1.952 3.924  -1.6815
C -2.495 -1.950 3.362  0.4223
C -1.520 -1.265 4.307  -1.0209
S 0.100 -0.814 3.607  0.8252
O 0.909 -0.491 4.819  -0.7931
C 0.645 -2.441 2.999  0.3043
C 1.222 -3.344 4.084  -0.5269
C 2.696 -3.050 4.348  -1.0280
H -4.605 -2.453 3.244  0.3846
H -4.268 -0.929 4.069  0.3368
H -3.956 -2.464 4.888  0.4094
H -2.487 -1.435 2.400  -0.1238
H -2.176 -2.977 3.173  0.2912
H -1.335 -1.838 5.220  0.4627
H -1.908 -0.286 4.604  0.4125
H 1.395 -2.204 2.240  -0.6671
H -0.206 -2.879 2.478  0.4183
H 1.103 -4.385 3.769  0.4374
H 0.649 -3.227 5.008  0.1264
H 3.287 -3.216 3.444  0.1781
H 3.092 -3.695 5.135  0.4246
H 2.819 -2.011 4.651  0.2623

Results
orbital gap	6.22	eV
electronic energy	-5399.53748	Ha
total charge	-1
LUMO level	2.28	eV